Density functional theory data (wB97M-V/def2-TZVPD) for a cluster of 2 separate species, C6H7N in total in a non-equilibrium geometry.

Summary:
LUMO ... 0.65 eV
Relative energy (zero: lowest compared OMol25 entry of this formula, charge and spin) ... 7.1196 eV
HOMO energy ... -8.48 eV
Maximum force ... 7.20 eV/Å

Element x y z (Å)
C 1.371 -0.869 0.499
C -3.248 -0.804 -0.079
C -2.023 -0.316 0.423
C 0.063 -0.368 0.383
C 1.026 0.462 0.067
C 1.642 1.578 -0.685
N 2.071 -1.784 0.921
H -3.298 -1.692 -0.847
H -4.049 -0.316 0.333
H -2.073 0.448 1.133
H 2.085 0.998 -1.473
H 2.424 2.138 -0.272
H 0.903 2.281 -1.136
H 3.108 -1.754 0.734

***

Density functional theory data (wB97M-V/def2-TZVPD) for a structure of composition C5H11NOS in a non-equilibrium geometry.

Summary:
LUMO ... 0.64 eV
Relative energy (zero: lowest compared OMol25 entry of this formula, charge and spin) ... 4.5264 eV
HOMO energy ... -8.88 eV
Maximum force ... 3.60 eV/Å

Element x y z (Å)
C 0.201 1.221 1.916
C 0.266 -0.291 1.529
C -0.772 -1.394 0.197
C 0.519 -0.553 0.101
C 0.697 0.479 -0.992
H -1.933 1.203 1.640
H -1.366 2.071 0.351
H 1.059 1.799 1.531
H 0.423 1.393 2.941
H 0.872 -1.043 2.147
H -1.617 -1.284 -0.702
H -0.699 -2.537 0.442
H 1.360 -1.068 -0.266
H 1.703 1.005 -0.881
H -0.219 1.196 -0.962
H 1.411 0.692 -3.136
N -1.149 1.775 1.389
O -1.188 -0.794 1.487
S 0.693 -0.392 -2.577

***

Density functional theory data (wB97M-V/def2-TZVPD) for a structure of composition C38H39Cl2I2NO8PY.

Summary:
LUMO ... -0.18 eV
Relative energy (zero: lowest compared OMol25 entry of this formula, charge and spin) ... 0.2131 eV
HOMO energy ... -7.63 eV
Maximum force ... 0.61 eV/Å

Element x y z (Å)
Y -0.376 -0.164 0.257
C 0.896 3.093 2.679
C 1.728 2.059 1.958
C 2.321 2.404 0.725
C 2.193 3.835 0.261
C 3.096 1.464 0.035
C 3.637 1.731 -1.347
C 3.349 0.215 0.620
C 4.227 -0.799 -0.058
C 2.805 -0.110 1.864
C 3.102 -1.463 2.452
C 1.987 0.812 2.538
C 1.475 0.460 3.914
H 0.090 2.641 3.253
H 0.435 3.790 1.986
H 1.508 3.673 3.378
H 1.166 4.109 0.014
H 2.820 4.059 -0.595
H 2.506 4.507 1.064
H 4.729 1.711 -1.374
H 3.316 2.684 -1.754
H 3.280 0.957 -2.031
H 5.189 -0.883 0.457
H 4.432 -0.552 -1.094
H 3.769 -1.788 -0.043
H 2.671 -2.254 1.833
H 2.691 -1.587 3.448
H 4.178 -1.640 2.504
H 0.830 1.224 4.336
H 2.313 0.334 4.605
H 0.924 -0.478 3.900
Cl -3.878 -3.329 -5.658
C -3.134 -2.286 -4.485
C -2.350 -1.213 -4.920
C -1.742 -0.376 -4.019
C -1.878 -0.580 -2.625
O -1.290 0.194 -1.774
C -2.703 -1.663 -2.204
C -2.953 -1.923 -0.810
O -2.556 -1.263 0.151
C -3.313 -2.509 -3.145
H -2.226 -1.054 -5.984
H -1.129 0.447 -4.360
H -3.586 -2.804 -0.615
H -3.924 -3.336 -2.805
I -0.021 -4.517 2.952
C -1.315 -2.943 3.341
C -2.418 -3.136 4.193
C -3.290 -2.121 4.473
I -4.899 -2.499 5.743
C -3.095 -0.837 3.890
C -3.919 0.287 4.115
C -3.647 1.470 3.484
C -2.562 1.533 2.596
N -1.767 0.512 2.365
C -1.999 -0.655 3.023
C -1.066 -1.721 2.749
O -0.067 -1.469 1.966
H -2.565 -4.116 4.626
H -4.762 0.201 4.788
H -4.256 2.348 3.642
H -2.349 2.452 2.061
C -1.778 5.372 -0.150
O -1.225 4.116 0.275
P -1.422 2.764 -0.585
O -3.032 2.823 -0.687
C -3.756 1.927 -1.543
O -1.048 3.196 -2.101
C 0.247 2.872 -2.622
H -1.234 5.742 -1.018
H -1.660 6.060 0.683
H -2.832 5.260 -0.393
H -4.769 2.319 -1.603
H -3.773 0.923 -1.116
H -3.309 1.895 -2.535
H 0.138 2.762 -3.700
H 0.616 1.931 -2.210
H 0.946 3.680 -2.409
Cl 4.164 -5.997 -4.371
C 3.231 -4.850 -3.458
C 2.152 -5.299 -2.711
C 1.411 -4.378 -1.990
C 1.754 -3.030 -2.012
C 2.840 -2.602 -2.765
C 3.584 -3.510 -3.498
C 0.938 -2.057 -1.231
O 1.364 -0.861 -1.078
O -0.155 -2.413 -0.737
H 1.905 -6.351 -2.703
H 0.560 -4.688 -1.399
H 3.089 -1.549 -2.773
H 4.427 -3.196 -4.096

***

Density functional theory data (wB97M-V/def2-TZVPD) for the molecule C3H7NOS2 in a non-equilibrium geometry.

Summary:
SMILES ... NC(=O)CCSS
LUMO ... 0.52 eV
Relative energy (zero: lowest compared OMol25 entry of this formula, charge and spin) ... 0.5532 eV
HOMO energy ... -9.28 eV
Maximum force ... 3.04 eV/Å

Element x y z (Å)
N -1.924 -1.560 0.951
C -0.674 -1.343 0.305
O 0.079 -2.278 0.223
C -0.393 0.014 -0.321
C 0.611 0.878 0.486
S 1.134 2.481 -0.283
S 2.991 2.045 -0.950
H -2.051 -2.563 0.900
H -2.734 -1.126 0.512
H -0.193 -0.146 -1.371
H -1.370 0.484 -0.127
H 1.503 0.248 0.424
H 0.287 1.068 1.502
H 2.734 1.799 -2.252

***

Density functional theory data (wB97M-V/def2-TZVPD) for a cluster of 12 separate species, C22H54BF4N4O7 in total in a non-equilibrium geometry.

Summary:
Net charge ... -1
LUMO ... 2.43 eV
Relative energy (zero: lowest compared OMol25 entry of this formula, charge and spin) ... 5.7168 eV
HOMO energy ... -7.16 eV
Maximum force ... 19.41 eV/Å

Element x y z (Å)
B 53.644 35.273 84.575
F 53.083 36.403 83.989
F 54.566 35.672 85.435
F 52.701 34.540 85.329
F 54.196 34.463 83.620
C 52.625 38.353 86.538
C 51.877 39.542 87.322
N 51.295 40.408 87.835
H 53.681 38.438 86.798
H 52.542 37.437 86.971
H 52.547 38.554 85.581
C 54.108 31.331 83.191
C 55.522 30.941 82.564
N 56.564 30.612 82.249
H 53.524 30.466 83.239
H 54.250 31.631 84.168
H 53.564 32.024 82.648
C 57.430 36.835 86.921
C 58.326 37.869 86.257
N 59.010 38.671 85.749
H 57.938 36.249 87.605
H 56.593 37.459 87.085
H 57.189 36.124 85.994
C 57.560 33.880 83.723
C 58.976 34.390 83.756
N 60.074 34.876 83.798
H 57.442 33.315 82.878
H 57.141 33.037 84.553
H 56.750 34.574 83.984
C 54.367 33.269 89.703
C 54.473 33.620 88.186
O 54.549 35.048 88.088
H 54.097 32.266 89.922
H 53.644 33.958 90.335
H 55.407 33.252 90.022
H 53.487 33.235 87.779
H 55.318 33.364 87.538
H 54.312 35.234 87.162
C 48.758 38.149 85.882
C 49.463 37.145 84.930
O 48.855 35.840 85.157
H 49.173 39.050 85.600
H 48.996 38.090 87.130
H 47.577 38.190 85.785
H 50.485 37.089 85.155
H 49.354 37.550 83.898
H 49.570 35.453 84.631
C 49.689 31.645 86.886
C 50.521 32.214 85.743
O 51.926 32.056 85.921
H 49.931 30.733 86.997
H 48.798 31.766 86.643
H 49.988 32.418 87.685
H 50.439 33.245 85.633
H 50.091 31.424 84.809
H 52.247 32.972 85.487
C 50.956 35.203 88.508
C 51.448 35.891 89.777
O 52.694 36.574 89.438
H 51.126 35.731 87.524
H 49.892 34.794 88.611
H 51.492 34.262 88.342
H 51.367 35.088 90.432
H 50.568 36.570 89.806
H 53.324 36.050 88.908
C 57.019 35.541 80.402
C 55.359 35.436 80.361
O 54.985 34.354 81.136
H 57.254 36.177 79.767
H 57.342 34.754 79.921
H 57.338 35.585 81.357
H 55.388 35.207 79.252
H 55.154 36.315 80.739
H 54.625 34.660 82.056
C 56.579 38.051 82.982
C 55.489 38.658 83.946
O 54.274 38.682 83.227
H 56.249 37.044 82.456
H 57.347 37.745 83.643
H 57.082 38.922 82.261
H 55.796 39.410 84.121
H 55.482 38.054 84.828
H 53.980 37.763 83.392
C 49.592 35.189 81.135
C 50.938 34.871 81.776
O 50.617 34.516 83.127
H 49.121 34.150 81.113
H 49.905 35.535 80.204
H 49.006 35.936 81.708
H 51.451 35.904 81.844
H 51.690 34.084 81.222
H 51.280 34.722 83.765

***

Density functional theory data (wB97M-V/def2-TZVPD) for a cluster of 2 separate species, C10H15NO in total in a non-equilibrium geometry.

Summary:
SMILES ... Cc1ccccc1.CCC(N)=O
LUMO ... 0.79 eV
Relative energy (zero: lowest compared OMol25 entry of this formula, charge and spin) ... 2.0285 eV
HOMO energy ... -8.51 eV
Maximum force ... 4.26 eV/Å

Element x y z (Å)
C -1.185 -3.301 1.510
C -0.896 -2.628 0.190
C 0.336 -2.046 0.044
C 0.646 -1.399 -1.249
C -0.398 -1.190 -2.165
C -1.436 -2.147 -2.076
C -1.744 -2.806 -0.937
H -2.205 -3.567 1.641
H -0.861 -2.803 2.437
H -0.440 -4.103 1.526
H 1.181 -2.081 0.707
H 1.543 -0.803 -1.282
H -0.435 -0.487 -2.991
H -2.014 -2.263 -2.991
H -2.607 -3.433 -0.817
C -0.760 3.043 1.846
C 0.749 2.976 1.693
C 1.188 2.728 0.304
N 2.577 2.962 0.126
O 0.530 2.216 -0.568
H -1.382 3.720 1.216
H -1.074 3.487 2.797
H -1.110 2.027 1.712
H 1.113 3.762 2.358
H 1.297 2.191 2.423
H 2.962 3.083 -0.783
H 2.955 3.428 0.919